[1]
11
Properties=species:S:1:pos:R:3:lowdin_charge:R:1 method="wB97M-V/def2-TZVPD" orbital_gap_ha=0.3548 e_lumo_ev=0.55 e_homo_ev=-9.11 e_above_lowest_kcal_mol=63.60
O -0.3771 2.1118 0.3810 0.0319
C 0.5549 1.4957 -0.0592 -0.2789
N 0.6198 0.1005 -0.3011 -0.1389
O 1.9355 -0.3934 -0.2125 -0.0293
C -0.2711 -0.7967 0.3453 -0.1586
C -1.5960 -0.8458 0.2568 -0.5425
Cl -2.6644 0.3796 -0.3276 0.6381
H 1.5353 1.9385 -0.3343 0.1419
H 2.1300 -0.6681 -1.1629 0.1493
H 0.2885 -1.5906 0.7863 0.1127
H -2.1555 -1.7315 0.6281 0.0745

***

[2]
11
Properties=species:S:1:pos:R:3:lowdin_charge:R:1 method="wB97M-V/def2-TZVPD" orbital_gap_ha="0.3303 / 0.2359" e_lumo_ev="-1.20 / -2.85" e_homo_ev="-10.18 / -9.27" e_above_lowest_kcal_mol=113.11
C 0.9644 0.8705 2.6127 -0.3421
C -0.6715 0.1339 -0.4145 0.1350
C 1.1923 -0.2133 1.8388 -0.3084
N 0.7243 1.8021 3.2404 0.1984
O 0.5989 -2.5057 0.8957 -0.5400
S 0.5990 -1.8585 2.2417 0.7183
Cl -1.5355 -1.3381 2.6477 0.1571
H -0.0713 0.9930 -0.5696 -0.0051
H -0.4700 -0.7105 -1.0202 -0.0026
H -1.3719 0.1170 0.3829 -0.0489
H 1.8233 -0.0694 1.0802 0.0384

***

[3]
10
Properties=species:S:1:pos:R:3:lowdin_charge:R:1 method="wB97M-V/def2-TZVPD" orbital_gap_ha="0.2978 / 0.2979" e_lumo_ev="0.06 / 0.06" e_homo_ev="-8.05 / -8.05" e_above_lowest_kcal_mol=57.75
C -0.1246 -1.4600 0.5386 -0.4453
C -0.4808 1.2306 0.7923 -0.4475
C 0.4214 -0.0858 -1.2781 -0.6027
N 0.2124 -1.2290 -0.6446 -0.0850
S -0.5702 -0.2094 1.7083 0.8238
Cl 2.0464 0.4637 -1.4472 0.6303
H -0.1914 -2.4659 0.9165 0.0756
H 0.3289 1.9025 1.0156 -0.0097
H -1.4219 1.6589 0.4971 -0.0128
H -0.2201 0.1944 -2.0984 0.0733

***

[4]
10
Properties=species:S:1:pos:R:3:lowdin_charge:R:1 method="wB97M-V/def2-TZVPD" orbital_gap_ha=0.2899 e_lumo_ev=-0.62 e_homo_ev=-8.51 e_above_lowest_kcal_mol=88.19
C -0.5404 0.0439 -0.3964 -0.4036
C -0.2942 -0.8704 0.6936 -0.7743
C 0.9186 -0.8239 1.3063 -0.0216
H -0.1540 3.0915 -2.0177 -0.0131
H -1.3031 -0.1938 -1.2512 0.0562
H 1.7539 -0.1117 1.1593 0.0658
H 1.3991 -1.7447 2.0248 0.1368
N 0.3382 1.0709 -0.6857 -0.2923
S -0.6308 1.5359 -2.0902 0.5982
Cl -1.4874 -1.9978 1.2571 0.6479

***

[5]
11
Properties=species:S:1:pos:R:3:lowdin_charge:R:1 method="wB97M-V/def2-TZVPD" orbital_gap_ha=0.3352 e_lumo_ev=0.75 e_homo_ev=-8.37 e_above_lowest_kcal_mol=31.92
S 3.1839 -0.9041 -0.0183 0.7163
N 2.0940 0.2616 -0.6214 -0.4438
C 0.9266 0.1115 -0.1679 -0.6812
S -0.1892 1.3805 -0.6168 0.9211
C -1.6593 0.9163 0.2269 -0.5260
C -2.1872 -0.2792 0.2225 -0.6612
Cl -1.7579 -1.7575 -0.5637 0.6373
H 4.2488 -0.3467 -0.5771 -0.1600
H 0.5722 -0.6940 0.4485 0.0430
H -2.1097 1.6967 0.8817 0.0867
H -3.1223 -0.3852 0.7856 0.0678

***

[6]
11
Properties=species:S:1:pos:R:3:lowdin_charge:R:1 method="wB97M-V/def2-TZVPD" orbital_gap_ha="0.0832 / 0.0806" e_lumo_ev="1.09 / 1.17" e_homo_ev="-1.17 / -1.02" e_above_lowest_kcal_mol=60.46 charge=-1
O 0.4537 1.4908 -1.0490 -0.0647
C 0.8738 1.4399 0.2812 -0.8127
O 0.0277 1.0952 1.1369 -0.2290
O 2.0662 1.7145 0.4512 -0.0217
C -0.4306 0.5131 -1.4934 -0.3307
H -1.3334 0.9163 -1.9664 0.0813
C 0.0589 -0.7196 -1.8477 -0.2438
H 1.0070 -1.0589 -1.4197 0.0112
H -0.6423 -1.4793 -2.2109 0.0004
Cs -2.1211 -0.9435 1.7575 0.7281
H 1.1333 -0.8467 -3.5925 -0.1184

***

[7]
11
Properties=species:S:1:pos:R:3:mulliken_spin:R:1 method="wB97M-V/def2-TZVPD" orbital_gap_ha="0.3421 / 0.2772" e_lumo_ev="-6.20 / -7.99" e_homo_ev="-15.51 / -15.53" multiplicity=2 charge=+1
O 0.0192 0.7917 1.0852 0.0180
Cu -2.7293 0.6367 0.1762 0.3369
C -1.0654 -0.0208 0.9081 0.4734
C 1.0615 0.3556 0.1993 0.0267
H 1.6952 -0.3931 0.6933 0.0078
H 1.6656 1.2295 -0.0657 -0.0009
F -0.8430 -1.2185 1.6210 0.0967
C 0.2971 -0.2322 -0.9907 0.0265
O -1.0412 -0.3791 -0.4795 0.0090
H 0.6810 -1.2125 -1.2941 0.0037
H 0.2593 0.4425 -1.8531 0.0022

***

[8]
12
Properties=species:S:1:pos:R:3:lowdin_charge:R:1 method="wB97M-V/def2-TZVPD" orbital_gap_ha="0.2082 / 0.2083" e_lumo_ev="-4.68 / -4.68" e_homo_ev="-10.34 / -10.34" e_above_lowest_kcal_mol=21.83 charge=+1
O 0.8317 -0.2224 0.5784 -0.1718
C 1.6173 0.0667 -0.4811 -0.4192
C -0.4347 -0.9652 0.2626 -0.3009
O 2.5706 0.8148 -0.1596 -0.2357
C -1.4301 0.1290 -0.0921 -0.2068
Li 3.9996 0.0255 -0.9397 0.7952
H -0.7606 -1.4219 1.2091 0.1077
H -0.1521 -1.9403 -0.1488 0.1105
H -1.6676 0.1163 0.9747 -0.0450
H -2.1760 0.8561 -0.4686 -0.0264
Li -0.9518 0.2257 -2.1723 0.7519
Cu -1.4463 2.3159 1.4376 0.6405

***

[9]
9
Properties=species:S:1:pos:R:3:mulliken_spin:R:1 method="wB97M-V/def2-TZVPD" orbital_gap_ha="0.2210 / 0.1836" e_lumo_ev="-1.54 / -1.65" e_homo_ev="-7.55 / -6.65" multiplicity=2 e_above_lowest_kcal_mol=96.34
H -0.1856 -0.3358 -2.4378 -0.0298
O 1.7391 0.4997 -0.3927 0.1712
C 0.3844 -0.5920 -1.5651 -0.3229
C 1.5351 -0.6366 -0.9940 0.4004
Cu 1.6476 0.5548 1.8089 -0.1376
C -1.1687 0.0963 0.7648 0.8417
H -1.3489 0.9932 0.1714 0.0348
H -1.1870 -1.0038 0.8651 0.0191
H -1.4160 0.4242 1.7794 0.0230

***

[10]
9
Properties=species:S:1:pos:R:3:lowdin_charge:R:1 method="wB97M-V/def2-TZVPD" orbital_gap_ha=0.3288 e_lumo_ev=-0.45 e_homo_ev=-9.39 e_above_lowest_kcal_mol=108.22
C 0.9926 -0.5129 0.4392 -0.0018
C 0.3055 -1.1149 -0.4559 -0.2561
C -2.8760 -0.2467 -0.4707 0.0802
F 0.3280 -2.4714 -0.3082 -0.0301
F -3.6164 0.2055 0.4690 0.0081
H 1.6070 -1.1066 1.1602 0.0809
H 1.0903 0.6197 0.6461 0.0899
H -2.9886 0.3690 -1.2965 -0.0324
H -0.2605 -0.8368 -1.2668 0.0614

***

[11]
12
Properties=species:S:1:pos:R:3:lowdin_charge:R:1 method="wB97M-V/def2-TZVPD" orbital_gap_ha=0.3781 e_lumo_ev=0.52 e_homo_ev=-9.76 e_above_lowest_kcal_mol=55.99
H -2.5586 -0.5632 -0.3295 0.0794
N -1.7486 -1.2325 -0.3194 0.1585
C -0.6478 -0.6298 -0.1313 -0.3768
N 0.5616 -1.3358 -0.2606 -0.0204
O 1.4473 -1.0973 0.8184 -0.0544
C -0.5319 0.8275 0.0952 -0.2003
F -1.7124 1.3846 0.4629 0.0524
C 0.4945 1.6465 -0.0501 -0.0452
F 1.7134 1.2402 -0.4437 0.0282
H 0.3766 -2.3414 -0.2960 0.1364
H 2.1810 -0.6307 0.3540 0.1004
H 0.4250 2.7318 0.1000 0.1420

***

[12]
10
Properties=species:S:1:pos:R:3:lowdin_charge:R:1 method="wB97M-V/def2-TZVPD" orbital_gap_ha="0.3608 / 0.2358" e_lumo_ev="0.15 / -1.36" e_homo_ev="-9.67 / -7.78" e_above_lowest_kcal_mol=123.89
C 0.3557 0.3023 1.3635 0.1470
C -0.7972 0.8301 1.1348 -0.4662
C 0.6762 -1.1948 -1.1718 -0.0026
O 0.5849 -0.0104 -1.7226 -0.0095
F -1.4072 1.9234 1.7290 0.0400
F -1.5670 0.5439 0.0658 0.0380
H 1.1263 0.5413 2.0598 0.0263
H 1.5789 -1.5740 -1.1252 0.0168
H -0.3246 -1.7572 -0.9606 0.1255
H -0.2261 0.3954 -1.3727 0.0846

***

[13]
11
Properties=species:S:1:pos:R:3:lowdin_charge:R:1 method="wB97M-V/def2-TZVPD" orbital_gap_ha=0.3337 e_lumo_ev=0.08 e_homo_ev=-9.00 e_above_lowest_kcal_mol=60.29
C -0.0835 1.5387 0.1719 -0.2317
C 0.4651 0.1989 -0.2005 -0.1934
C -0.9739 -1.0019 1.0158 -0.2389
O -0.6828 2.1547 -0.6851 0.0482
O 0.2676 -0.0820 -1.4938 -0.0169
F -1.9228 -0.3627 1.6324 0.1100
F -0.1765 -1.5630 1.9523 0.0154
H 0.1857 1.9906 1.0299 0.0900
H 1.5706 -0.1707 0.0975 0.1805
H -1.1086 -1.8265 0.2891 0.1393
H -0.1932 0.6773 -1.8889 0.0977

***

[14]
11
Properties=species:S:1:pos:R:3:lowdin_charge:R:1 method="wB97M-V/def2-TZVPD" orbital_gap_ha=0.4066 smiles="C=C(F)CN(F)F" e_lumo_ev=0.94 e_homo_ev=-10.13 e_above_lowest_kcal_mol=105.81
C 0.7818 1.4305 0.1822 0.0991
C 0.4697 0.4709 -0.6909 -0.3342
F 0.8644 0.5456 -1.9558 0.0743
C -0.6279 -0.5948 -0.4970 -0.0871
N -0.7026 -0.7558 0.9033 -0.0886
F -1.4934 -1.9112 1.1907 -0.0271
F 0.5421 -1.2165 1.3190 -0.0115
H 1.4916 2.1270 -0.0214 0.0357
H 0.4382 1.5028 1.2041 0.0764
H -0.2654 -1.5301 -0.8873 0.1357
H -1.4986 -0.0684 -0.7469 0.1276

***

[15]
15
Properties=species:S:1:pos:R:3:lowdin_charge:R:1 method="wB97M-V/def2-TZVPD" orbital_gap_ha=0.2488 e_lumo_ev=6.23 e_homo_ev=-0.54 e_above_lowest_kcal_mol=8.31 charge=-2
C 1.8372 -1.2650 0.0770 -0.1663
C 0.2503 0.4915 -0.1497 -0.4446
C -3.1952 -0.3531 0.1104 -0.3789
O 2.8779 1.5772 -0.0494 -0.4136
O 0.8682 3.1761 -0.2845 -0.3768
O 0.6165 0.9758 1.1577 -0.2039
O 0.5039 -0.8712 -0.2748 -0.1664
F -3.0441 -0.7540 -1.2660 -0.1634
F -3.7224 -1.5693 0.6755 -0.1706
F -4.4155 0.4331 0.0290 -0.1842
P 1.3911 1.8185 -0.0738 0.3122
H 2.2211 -2.3021 -0.4775 0.1004
H 1.9828 -1.3759 1.1778 0.0735
H 2.7278 -0.6561 -0.3308 0.0668
H -0.8998 0.6743 -0.3208 0.1158

***

[16]
15
Properties=species:S:1:pos:R:3:lowdin_charge:R:1 method="wB97M-V/def2-TZVPD" orbital_gap_ha=0.2940 e_lumo_ev=3.67 e_homo_ev=-4.33 e_above_lowest_kcal_mol=15.69 charge=-1
C -0.9969 0.5333 -1.4133 0.0286
C -1.3840 -0.0295 -0.2526 -0.4474
C -2.8015 -0.6099 0.0987 -0.4903
O 3.9997 -1.0840 0.3095 -0.4737
O 1.8394 0.2491 0.2336 -0.3657
O 2.0059 -2.0415 1.3394 -0.3143
O -0.5606 -0.3302 0.6845 -0.1301
F -2.9878 -1.8867 -0.5488 0.0201
F -2.9467 -0.9361 1.4212 0.0908
F -3.8066 0.1413 -0.2519 0.1537
S 2.5630 -1.1998 0.0122 0.8234
H 1.0569 -2.1770 1.4868 0.0534
H 0.0134 0.8973 -1.3168 0.0373
H -1.5435 0.6414 -2.3019 0.0188
H 0.8279 0.0809 0.4820 -0.0046

***

[17]
47
Properties=species:S:1:pos:R:3:lowdin_charge:R:1 method="wB97M-V/def2-TZVPD" orbital_gap_ha=0.2945 e_lumo_ev=5.31 e_homo_ev=-2.70 charge=-3
K -0.6621 0.1933 -0.6302 0.8233
N -1.4590 2.6929 -1.4427 -0.3326
S -2.6307 3.0703 -2.3406 0.4292
O -2.2959 3.8925 -3.4921 -0.3044
O -3.9694 3.2174 -1.7779 -0.3014
F -2.6412 1.5936 -2.9297 -0.2014
S -1.3531 4.1680 -0.6528 0.5819
O -1.1239 4.0526 0.7725 -0.2807
O -2.0809 5.3577 -1.0921 -0.3094
F 0.0944 4.5631 -1.2452 -0.2135
N -2.5313 -4.6377 -2.0040 -0.2540
S -2.9311 -3.4796 -0.7889 0.5720
O -4.2666 -3.2713 -0.2830 -0.2982
O -2.1495 -2.2612 -0.9666 -0.3449
F -2.3012 -4.2337 0.4717 -0.1952
S -3.7913 -4.3347 -2.8599 0.4452
O -4.0675 -2.9742 -3.2480 -0.2986
O -4.8113 -5.3519 -2.6065 -0.3414
F -3.1915 -4.8766 -4.2871 -0.2516
N 1.2565 -0.5232 -2.4287 -0.3307
S 2.2189 -1.5415 -1.5024 0.5326
O 3.6055 -1.7208 -1.8475 -0.2758
O 1.5425 -2.6112 -0.8431 -0.2613
F 2.2129 -0.4731 -0.2453 -0.2447
S 1.4505 -1.3805 -3.7155 0.4624
O 1.1116 -2.8001 -3.6288 -0.2859
O 2.5529 -0.9195 -4.5860 -0.3345
F 0.2113 -0.7812 -4.5088 -0.1981
N -0.0178 -2.4541 4.0872 -0.2363
S 0.4165 -2.4616 2.4939 0.5910
O 1.7776 -2.8127 2.2139 -0.2650
O -0.3683 -1.5924 1.5770 -0.3267
F -0.2559 -3.9914 2.3220 -0.2509
S 0.4944 -1.0599 4.1916 0.3974
O -0.4256 0.0077 3.8980 -0.3009
O 1.8962 -0.6414 3.9168 -0.3183
F 0.4399 -0.9857 5.8207 -0.2541
C 3.0031 4.0111 2.7741 -0.1268
C 3.7053 2.8073 2.5196 -0.1998
O 2.9031 2.0078 1.6592 0.0543
C 1.5654 2.4846 1.7856 -0.4153
O 0.6155 1.9783 1.2362 0.1012
O 1.5523 3.6361 2.6061 0.0341
H 3.1270 4.8715 2.1165 0.1297
H 3.0454 4.3236 3.8175 0.1281
H 3.7902 2.2019 3.4221 0.1365
H 4.7359 3.0398 2.2513 0.1335

***

[18]
11
Properties=species:S:1:pos:R:3:mulliken_spin:R:1 method="wB97M-V/def2-TZVPD" orbital_gap_ha="0.3292 / 0.2050" e_lumo_ev="-12.21 / -15.28" e_homo_ev="-21.17 / -20.86" multiplicity=5 charge=+2
O 0.0419 0.7136 1.1439 0.1280
Ir 2.7882 0.0103 0.3752 3.1739
C 1.0446 0.9153 0.2372 0.1639
C -1.0246 0.0053 0.4943 0.0130
H -1.7304 0.7116 0.0370 0.0248
H -1.5425 -0.5921 1.2517 0.0121
F 0.6821 2.0071 -0.5752 0.0433
C -0.3028 -0.8459 -0.5545 0.0591
O 1.0031 -0.2406 -0.6202 0.3179
H -0.7789 -0.7936 -1.5396 0.0350
H -0.1806 -1.8911 -0.2499 0.0290

***

[19]
12
Properties=species:S:1:pos:R:3:mulliken_spin:R:1 method="wB97M-V/def2-TZVPD" orbital_gap_ha="0.3112 / 0.1366" e_lumo_ev="0.38 / -4.47" e_homo_ev="-8.09 / -8.19" multiplicity=5
C 0.1961 1.9174 1.3375 0.0075
C -0.3190 0.7466 0.9624 0.0106
H 1.1172 2.2519 0.8592 -0.0034
H -0.3192 2.5633 2.0497 -0.0024
F -1.4382 0.2826 1.5647 -0.0010
H 0.2277 0.0181 0.3572 0.0054
Ir 1.9997 -1.1509 3.3561 2.9816
O 0.3916 -1.5333 -2.7985 0.0127
C -0.3968 -1.3605 -1.6758 -0.0797
O -1.4962 -0.8009 -1.8440 0.5171
O 0.1308 -1.7551 -0.6167 0.5484
H -0.0936 -1.1792 -3.5519 0.0031

***

[20]
11
Properties=species:S:1:pos:R:3:lowdin_charge:R:1 method="wB97M-V/def2-TZVPD" orbital_gap_ha=0.3187 e_lumo_ev=0.37 e_homo_ev=-8.30 e_above_lowest_kcal_mol=116.26
C 1.0820 -0.1901 -0.2110 -0.1931
C -0.9219 -1.2636 -0.5378 -0.1084
C -0.8808 1.1121 0.3483 -0.0692
N 1.7884 -1.1850 -0.4484 -0.1411
N 2.6079 -1.9853 -0.5592 0.2070
N -0.3598 -0.0504 -0.2903 -0.1570
F -2.1932 -1.3348 -0.2521 0.0283
H 1.7397 0.5634 0.2635 0.1447
H -0.9619 0.8331 1.4148 0.1051
H -0.0983 1.8368 0.3032 0.0627
H -1.8021 1.6640 -0.0308 0.1211